[1]
Density functional theory data (ωB97M-V/def2-TZVPD) for C32H24I2IrN6O4S as an isolated structure.

Last column: Mulliken spin population.
Geometry (Å):
Ir: 0.29770 0.72450 0.07460  0.00
I: -3.52820 -3.21720 -5.69460  0.10
C: -2.23520 -2.10760 -4.46580  0.25
C: -1.13880 -1.43800 -5.00720  -0.07
C: -0.34000 -0.71040 -4.16460  0.16
I: 1.33680 0.33130 -4.85300  0.04
C: -0.58650 -0.59000 -2.74930  0.14
O: 0.18160 0.14790 -2.08110  0.26
C: -1.69750 -1.33890 -2.22470  0.08
C: -2.09930 -1.26400 -0.77720  0.02
N: -1.00350 -1.31150 0.19850  0.02
C: -1.50520 -1.47240 1.57060  -0.01
C: -0.71340 -0.73040 2.62620  0.01
C: -1.08120 -0.82280 3.96400  0.00
C: -0.37200 -0.10200 4.90960  0.00
C: 0.70590 0.66840 4.49810  0.00
C: 1.02190 0.69910 3.15400  0.00
N: 0.31780 0.02120 2.24660  -0.01
C: -2.48880 -2.05790 -3.08710  0.01
H: -0.92190 -1.48400 -6.06470  0.00
H: -2.79880 -2.08850 -0.59420  0.00
H: -2.63050 -0.31760 -0.61910  0.00
H: -0.36210 -2.06870 -0.03940  0.00
H: -1.54590 -2.53180 1.85250  0.00
H: -2.52970 -1.08890 1.61800  0.00
H: -1.91920 -1.43660 4.24970  0.00
H: -0.65770 -0.13990 5.94830  0.00
H: 1.28030 1.25310 5.19510  0.00
H: 1.85550 1.28390 2.79200  0.00
H: -3.34290 -2.59520 -2.70140  0.00
O: 0.73080 3.91120 2.80270  0.00
S: 0.53370 4.18330 1.41170  0.00
O: 1.64790 4.65850 0.65880  0.00
N: -0.01810 2.76230 0.70090  -0.02
C: -1.29790 2.85130 0.33690  0.01
O: -1.86190 1.83390 -0.10920  0.00
C: -1.88830 4.17820 0.51810  0.00
C: -3.16700 4.59390 0.17030  0.00
C: -3.51910 5.91130 0.42380  0.00
C: -2.61350 6.79390 0.99570  0.00
C: -1.32700 6.37810 1.33860  0.00
C: -0.99390 5.07020 1.09530  0.00
H: -3.85840 3.89930 -0.28030  0.00
H: -4.51210 6.25190 0.17290  0.00
H: -2.90750 7.81730 1.17350  0.00
H: -0.61600 7.05760 1.77570  0.00
N: 7.45010 0.88000 -0.62580  0.00
C: 8.73640 0.52130 -0.33110  0.00
C: 9.96290 1.00320 -0.74330  0.00
C: 11.08990 0.34200 -0.26450  0.00
C: 10.99390 -0.74410 0.61380  0.00
C: 9.77430 -1.22900 1.03910  0.00
C: 8.62050 -0.58750 0.55920  0.00
N: 7.31690 -0.85570 0.76440  0.00
C: 6.63330 0.01350 0.03790  0.00
C: 5.19790 -0.00580 -0.06500  0.00
C: 4.47030 -0.96830 0.64770  0.00
C: 3.09450 -0.96640 0.56190  0.00
N: 2.41970 -0.08630 -0.18440  0.00
C: 3.10660 0.79520 -0.91340  -0.01
C: 4.48290 0.87930 -0.87870  0.00
H: 7.17250 1.63290 -1.23480  0.00
H: 10.04840 1.84970 -1.40560  0.00
H: 12.06670 0.67250 -0.58400  0.00
H: 11.90190 -1.22130 0.95160  0.00
H: 9.69110 -2.08600 1.68870  0.00
H: 5.00470 -1.68480 1.25220  0.00
H: 2.50780 -1.69980 1.09820  0.00
H: 2.53600 1.44770 -1.56210  0.00
H: 4.97670 1.62720 -1.47530  0.00

Output
HOMO (spin up / spin down)   -12.219 / -12.219 eV
ΔE to the lowest compared entry with this formula, charge and spin   82.3 kcal/mol
HOMO-LUMO gap (spin up / spin down)   5.05 / 3.99 eV
Multiplicity   2
Total energy   -80563.7107 eV
Charge   +2

***

[2]
Density functional theory data (ωB97M-V/def2-TZVPD) for the molecule C16H15ClN4O.

Last column: Mulliken charge in e.
Geometry (Å):
N: -4.05697 -4.47275 0.76366  -0.42
C: -3.36467 -3.56397 0.74174  0.01
C: -2.50092 -2.41381 0.68414  0.15
C: -1.55315 -2.50943 -0.52613  -1.17
N: -0.78322 -1.29907 -0.70483  0.29
C: -1.43070 -0.17476 -1.33757  -1.93
C: -1.84754 0.94468 -0.40776  1.17
C: -2.56447 2.02659 -0.91257  -0.85
C: -2.94527 3.04544 -0.05833  -0.34
C: -2.59345 2.94563 1.28130  -0.45
N: -1.91390 1.92592 1.77085  -0.70
C: -1.55179 0.95515 0.95168  0.09
C: 0.53743 -1.31740 -0.31349  0.70
O: 1.06209 -2.32952 0.09683  -0.70
N: 1.17763 -0.10492 -0.43217  0.06
C: 2.51463 0.18013 -0.15528  0.81
C: 2.89170 1.52210 -0.10050  -0.72
C: 4.20632 1.86758 0.14308  -0.53
C: 5.16846 0.89092 0.33478  -0.60
C: 4.78434 -0.43886 0.27782  0.21
Cl: 5.96891 -1.67331 0.51043  -0.22
C: 3.47342 -0.80972 0.03407  -0.66
H: -3.12501 -1.51756 0.61179  0.17
H: -1.91940 -2.36221 1.60805  0.28
H: -0.84376 -3.32545 -0.36927  0.46
H: -2.12992 -2.71255 -1.43446  0.36
H: -2.32731 -0.55231 -1.84120  0.52
H: -0.78230 0.23305 -2.12643  0.60
H: -2.81873 2.06247 -1.96305  0.44
H: -3.50265 3.89442 -0.42137  0.41
H: -2.86632 3.71224 1.99340  0.39
H: -0.99637 0.14806 1.41156  0.48
H: 0.60973 0.71549 -0.57755  -0.03
H: 2.14827 2.29349 -0.24667  0.37
H: 4.48635 2.90910 0.18517  0.37
H: 6.19616 1.15361 0.52560  0.42
H: 3.19239 -1.84847 0.00269  0.59

Output
HOMO   -8.746 eV
ΔE to the lowest compared entry with this formula, charge and spin   30.7 kcal/mol
HOMO-LUMO gap   9.01 eV
SMILES   N#CCCN(Cc1cccnc1)C(=O)Nc1cccc(Cl)c1
Total energy   -37366.3690 eV

***

[3]
Density functional theory data (ωB97M-V/def2-TZVPD) for C52H94BrF3I2N2O13P2 as an isolated structure.

Last column: Mulliken charge in e.
Geometry (Å):
C: -3.34267 -3.79658 -2.84001  -0.97
C: -1.71852 -3.47008 -2.60947  0.11
O: -1.51907 -2.07656 -3.10046  -0.09
C: -0.04978 -1.79934 -3.25117  0.16
C: 0.24559 -0.48685 -2.31768  0.12
O: -0.98798 0.22041 -2.14782  -0.15
C: -1.45853 1.18409 -3.07374  1.19
C: -0.93393 2.66949 -2.50540  -0.85
C: -2.06249 3.83124 -2.44827  0.52
N: -1.32133 5.16531 -2.24088  -0.77
C: -1.04620 1.14580 -4.63404  -1.30
C: -1.72580 -0.01445 -5.57290  0.14
C: -2.45760 0.65724 -6.92026  -0.56
O: -2.11373 -0.20887 -8.09626  -0.40
C: -2.77266 -1.52618 -7.97624  -0.54
C: -3.12664 1.13979 -2.90480  -1.28
O: -3.86161 1.73196 -4.02041  -0.33
C: -5.31540 1.63599 -3.85049  0.81
F: -5.93308 2.99950 -3.70295  -0.25
F: -5.77464 0.81816 -2.70679  -0.24
F: -5.85527 0.98677 -5.09659  -0.25
P: 1.84004 0.47891 -2.64742  0.75
N: 2.47113 0.28909 -4.16192  -0.82
C: 0.46222 -1.15953 -0.78548  -1.13
O: 1.75199 -1.77023 -0.56994  0.25
C: 1.74512 -3.10821 0.00464  0.84
C: 1.81509 -4.33636 -1.10415  -0.57
I: 0.45477 -6.05430 -1.04568  0.09
C: 2.80464 -4.27503 -2.20701  -0.14
C: 3.93813 -3.13185 -2.48144  -0.43
I: 2.79343 -5.96927 -3.66435  0.01
C: 3.17766 -3.24027 0.86227  0.15
C: 3.71338 -1.92702 1.68788  -0.29
C: 5.13684 -1.98935 2.49855  -0.05
C: 6.07482 -3.35859 2.51869  -0.62
C: 5.54090 -4.70978 1.74565  -0.70
C: 4.08527 -4.60458 0.92974  -0.24
P: 0.31837 0.38992 0.39027  0.44
O: 1.91459 1.13289 0.60286  -0.54
Br: -0.49639 -0.30167 2.42592  -0.32
H: -3.80488 -4.28340 -1.87685  0.30
H: -3.87919 -2.75287 -3.01015  0.14
H: -3.50200 -4.43971 -3.80632  0.29
H: -1.11136 -4.26994 -3.23899  0.27
H: -1.51427 -3.56592 -1.44286  -0.01
H: 0.47739 -2.78686 -2.92265  -0.06
H: 0.14823 -1.67665 -4.39208  -0.16
H: -0.08253 3.02692 -3.25570  0.23
H: -0.41088 2.58712 -1.45337  0.11
H: -2.67903 3.98766 -3.44998  0.13
H: -2.76994 3.68904 -1.51359  -0.13
H: -0.52899 5.04651 -1.57121  0.28
H: -1.99811 5.90319 -1.94173  0.27
H: -1.42893 2.17916 -5.10073  0.75
H: 0.10744 1.13342 -4.87420  0.41
H: -0.91853 -0.75893 -6.04122  0.26
H: -2.56891 -0.63399 -5.01707  0.06
H: -3.61862 0.72720 -6.79018  0.20
H: -1.96183 1.71163 -7.18166  0.27
H: -2.84350 -1.96070 -9.08582  0.24
H: -2.11568 -2.31955 -7.38043  0.16
H: -3.82439 -1.33549 -7.49928  0.26
H: -3.37260 -0.02972 -2.92174  0.37
H: -3.46792 1.50246 -1.83257  0.51
H: 2.97597 0.10704 -1.79004  0.12
H: 1.71564 1.91899 -2.47649  0.07
H: 1.82944 -0.34671 -4.67622  0.25
H: -0.47962 -1.80831 -0.53503  0.49
H: 0.86525 -3.33444 0.74718  0.51
H: 4.27266 -3.25502 -3.62099  0.39
H: 4.86818 -3.35928 -1.79432  0.13
H: 3.59040 -2.02134 -2.38012  -0.04
H: 3.04731 -0.96535 1.66006  -0.10
H: 5.48648 -1.00371 3.04373  0.41
H: 7.10678 -3.44488 3.09622  0.29
H: 6.14167 -5.73653 1.71811  0.31
H: 3.76145 -5.61145 0.39836  0.16
H: 2.18166 1.06477 1.56508  0.20
C: -4.26007 4.36820 2.24283  -0.38
C: -3.12886 3.74749 3.02116  -0.59
C: -2.32018 3.08235 1.92880  -0.09
O: -2.49920 3.86735 0.74184  -0.33
C: -3.56904 4.79588 0.96657  -0.42
H: -4.74783 5.19717 2.76186  0.21
H: -5.01858 3.60820 2.02058  0.22
H: -2.53363 4.53350 3.50071  0.25
H: -3.45824 3.04840 3.79401  0.35
H: -2.68879 2.07240 1.72025  0.11
H: -1.25569 3.02178 2.17304  0.10
H: -3.12901 5.79382 1.06917  0.22
H: -4.24238 4.79827 0.10500  0.32
C: -8.15476 6.43988 6.17703  -0.39
C: -7.02354 5.81917 6.95536  -0.54
C: -6.21486 5.15403 5.86300  -0.10
O: -6.39389 5.93903 4.67604  -0.36
C: -7.46373 6.86756 4.90077  -0.57
H: -8.64252 7.26885 6.69605  0.36
H: -8.91327 5.67988 5.95478  0.12
H: -6.42832 6.60518 7.43491  0.31
H: -7.35293 5.12008 7.72821  0.28
H: -6.58348 4.14408 5.65445  0.06
H: -5.15038 5.09346 6.10724  0.26
H: -7.02370 7.86550 5.00336  0.29
H: -8.13706 6.86995 4.03920  0.29
C: 3.72417 -8.29266 4.55277  -0.58
C: 2.96960 -8.94527 3.42341  -0.56
C: 2.83422 -7.80831 2.43414  -0.44
O: 3.98135 -6.96540 2.60940  -0.22
C: 4.65596 -7.35817 3.81267  -0.52
H: 4.25296 -9.00117 5.19534  0.34
H: 3.03204 -7.71408 5.17609  0.27
H: 3.57538 -9.74890 2.98835  0.27
H: 2.00685 -9.36679 3.72331  0.33
H: 1.94272 -7.20644 2.63986  0.26
H: 2.78842 -8.15706 1.39841  0.25
H: 5.58222 -7.86748 3.52513  0.30
H: 4.91278 -6.47090 4.39791  0.27
C: 9.88067 -1.26373 -0.48825  -0.56
C: 10.11954 -0.08976 0.42578  -0.55
C: 8.74512 0.13630 1.01696  -0.43
O: 8.09654 -1.14212 1.06307  -0.26
C: 8.87000 -2.07357 0.29405  -0.39
H: 10.78647 -1.82727 -0.72579  0.34
H: 9.43509 -0.91748 -1.42841  0.27
H: 10.82437 -0.37286 1.21645  0.27
H: 10.51465 0.79207 -0.08488  0.33
H: 8.14244 0.79404 0.38173  0.27
H: 8.78660 0.56456 2.02261  0.22
H: 9.36475 -2.75520 0.99449  0.27
H: 8.20858 -2.65702 -0.35234  0.20
C: 5.75748 2.44661 5.80612  -0.60
C: 4.73516 3.05709 4.88259  -0.53
C: 4.88922 2.21231 3.63669  -0.16
O: 5.29942 0.90707 4.06703  -0.27
C: 5.66800 0.97849 5.45132  -0.51
H: 5.56601 2.64185 6.86428  0.34
H: 6.75502 2.83026 5.56107  0.27
H: 3.73081 2.92470 5.30190  0.27
H: 4.89062 4.12293 4.69730  0.36
H: 5.67173 2.60940 2.98144  0.28
H: 3.96021 2.13619 3.06431  -0.10
H: 4.88552 0.47733 6.03149  0.30
H: 6.61218 0.45003 5.60931  0.30
C: 1.21192 0.56261 -9.78933  -0.34
C: 1.68352 1.35947 -8.60049  -0.61
C: 1.82648 0.29050 -7.53911  0.68
O: 2.16955 -0.92592 -8.21716  -0.47
C: 1.97575 -0.73310 -9.62518  -0.59
H: 1.40150 1.05057 -10.74873  0.37
H: 0.13482 0.37463 -9.70650  0.09
H: 2.66197 1.80432 -8.81686  0.30
H: 1.00022 2.16121 -8.30925  0.33
H: 0.88076 0.12424 -7.01249  -0.67
H: 2.59832 0.53169 -6.80253  0.32
H: 2.96440 -0.67258 -10.09309  0.30
H: 1.44289 -1.59073 -10.04496  0.29
C: -10.05767 1.52487 6.36986  -0.64
C: -9.49208 0.48846 7.30618  -0.53
C: -8.02021 0.51479 6.95613  -0.53
O: -7.71808 1.84996 6.52816  -0.37
C: -8.95119 2.55619 6.33349  -0.11
H: -11.01483 1.93800 6.69796  0.35
H: -10.19527 1.08897 5.37317  0.28
H: -9.63492 0.80966 8.34469  0.25
H: -9.94073 -0.50131 7.18957  0.34
H: -7.79738 -0.16135 6.12393  0.28
H: -7.38288 0.24677 7.80373  0.27
H: -9.05508 3.27819 7.15078  0.10
H: -8.91766 3.10286 5.38706  0.26

Output
HOMO   -7.976 eV
ΔE to the lowest compared entry with this formula, charge and spin   217.9 kcal/mol
HOMO-LUMO gap   7.69 eV
Total energy   -197996.3663 eV